{
  "formula": "C25H68N4O7",
  "method": "the ωB97M-V functional and the def2-TZVPD basis",
  "de_lowest_kcal_mol": 0.0,
  "smiles": "COC[C@H](C)N.COC[C@H](C)N.COC[C@H](C)N.COC[C@H](C)N.CC(C)O.CC(C)O.CC(C)O",
  "e_tot_ev": -47317.596,
  "species": ["O", "C", "O", "O", "H", "H", "H", "H", "H", "C", "C", "H", "H", "H", "C", "H", "H", "C", "C", "H", "H", "H", "H", "H", "H", "H", "H", "H", "H", "H", "H", "C", "H", "H", "N", "H", "H", "H", "H", "H", "H", "H", "C", "C", "H", "C", "H", "C", "C", "H", "N", "H", "H", "H", "H", "H", "H", "H", "C", "H", "H", "H", "H", "C", "C", "N", "H", "H", "H", "C", "H", "H", "O", "N", "H", "H", "H", "H", "C", "H", "H", "H", "C", "H", "H", "C", "H", "C", "C", "H", "H", "C", "C", "H", "C", "C", "O", "H", "H", "O", "H", "H", "O", "H"],
  "positions_angstrom": [[0.792, -2.046, 0.509], [0.010, 2.213, 4.441], [4.553, 1.604, 0.444], [-5.171, 2.877, -0.402], [1.147, -3.667, -0.615], [3.970, -0.361, 0.428], [1.037, -2.689, 4.131], [2.906, -4.983, -1.909], [-6.175, 1.635, -6.725], [6.681, 0.680, 1.161], [-0.218, -1.052, 0.668], [7.835, 2.066, 0.251], [-5.479, 2.811, -2.449], [-1.555, -2.602, 1.088], [3.558, 0.622, 0.710], [-6.718, 1.907, 2.291], [5.121, 1.702, 2.456], [1.465, 3.103, 2.595], [-5.777, 3.387, -1.563], [-2.397, -1.075, 0.779], [-2.467, 0.459, -3.200], [3.336, -2.931, -3.187], [2.278, -4.611, 1.344], [0.920, 2.045, 5.020], [-1.623, 1.922, 2.269], [-6.583, 1.424, -0.194], [-4.328, 1.027, -4.711], [3.943, -2.491, 1.837], [0.433, 0.920, 0.268], [-0.892, 0.075, -3.792], [-2.691, 0.826, 5.615], [2.047, -4.354, -2.194], [3.249, 0.547, 1.754], [0.785, -2.610, 1.298], [-0.883, 2.612, 2.203], [-2.655, 2.548, -5.669], [-1.230, 2.085, -6.128], [-2.485, 0.561, 3.886], [-0.784, 0.363, -0.910], [1.269, 4.049, 3.114], [-0.320, -0.678, 1.694], [-6.871, 3.424, -1.516], [-5.056, 1.129, 1.228], [0.305, 2.175, 2.951], [4.399, -4.187, 1.864], [-1.948, -0.050, -4.024], [1.764, -1.697, 2.917], [-2.151, 1.173, 4.732], [2.007, -2.452, 3.678], [-5.871, -0.133, -6.892], [7.582, 1.092, 0.069], [-1.742, -2.190, -0.528], [1.892, -2.174, -2.399], [1.356, 3.378, 1.546], [4.726, -3.113, 3.273], [-2.442, 2.212, 4.546], [5.957, 2.670, 1.352], [-0.517, 3.127, 4.727], [4.022, -3.375, 2.487], [0.940, -5.795, -3.252], [2.450, 2.744, 2.870], [3.315, -2.731, -1.511], [-5.009, 0.848, -0.905], [-5.485, 1.515, -0.178], [1.480, -4.874, -3.499], [-1.860, 2.004, -5.335], [-5.140, 1.952, 3.252], [6.986, 1.203, -0.752], [2.726, -4.394, 3.810], [-5.518, 0.866, -7.157], [-3.288, 1.116, 0.332], [6.854, -0.035, 3.195], [1.031, -4.416, -1.215], [-3.527, 1.219, 1.319], [-5.441, 3.081, 2.011], [8.235, -0.430, 2.172], [0.844, -0.254, -1.029], [-2.226, -1.102, -3.910], [5.561, 1.643, 1.453], [8.000, 1.232, 2.770], [6.191, -0.235, 0.806], [-0.675, 2.755, 1.223], [0.084, 0.069, -0.319], [2.785, 0.780, -0.034], [2.544, -1.958, 4.485], [-2.357, 0.568, -5.346], [-5.622, 1.005, -8.234], [-3.839, 0.510, -5.558], [-5.635, 2.039, 2.287], [2.169, -5.062, -4.317], [-4.202, -0.525, -5.485], [2.640, -2.966, -2.346], [7.497, 0.337, 2.394], [-3.395, 2.222, 1.463], [2.615, -3.651, 3.002], [-1.582, -1.712, 0.442], [1.749, -4.128, 1.987], [0.692, -4.204, -3.862], [-5.410, 4.406, -1.679], [-4.183, 1.094, -6.790], [0.486, 1.114, 2.725], [-5.270, 0.069, 1.370], [-0.752, 1.062, 4.865], [-1.775, 0.095, -6.140]]
}

---

{
  "formula": "CH26LiO16",
  "method": "the ωB97M-V functional and the def2-TZVPD basis",
  "de_lowest_kcal_mol": 0.0,
  "e_tot_ev": -34429.804,
  "total_charge": -1,
  "species": ["O", "H", "H", "O", "O", "H", "O", "O", "O", "H", "H", "H", "H", "H", "H", "H", "H", "O", "O", "H", "H", "O", "O", "H", "H", "H", "O", "H", "H", "O", "H", "O", "Li", "H", "H", "H", "O", "H", "H", "O", "O", "H", "C", "H"],
  "positions_angstrom": [[-1.137, 1.566, -2.778], [3.945, 0.982, -1.172], [-3.095, -1.274, -2.353], [1.490, 1.969, -1.872], [1.385, -0.823, -2.873], [0.197, -1.018, 1.752], [-2.916, -1.966, -1.707], [-3.165, 0.615, -0.060], [-1.628, 3.352, -0.533], [-0.044, -1.040, 3.220], [-1.487, 2.056, -2.051], [-0.769, 1.264, 1.963], [2.002, -0.178, 2.529], [-2.244, 0.568, 0.135], [-2.360, -1.497, -1.095], [3.602, -0.237, -0.387], [0.180, -2.292, -0.085], [1.082, -0.405, -0.134], [-2.803, -2.052, 1.818], [1.352, -0.788, -1.885], [-2.070, -1.657, 1.402], [-1.077, -0.913, 0.119], [3.156, -1.740, 0.594], [-3.457, -1.987, 1.152], [-3.334, 1.133, -0.881], [-1.748, 0.957, -3.150], [2.361, 0.676, 2.421], [3.315, -1.667, 1.500], [0.649, -1.352, -3.069], [-1.321, 1.789, 2.521], [0.599, -3.505, 0.756], [0.620, -1.274, 2.570], [1.718, 1.393, 0.309], [2.329, -1.292, 0.306], [-1.084, 2.547, -0.350], [-1.233, 1.314, 3.372], [3.777, 0.694, -0.283], [1.746, 1.101, 3.031], [0.588, 1.722, -1.871], [0.424, -3.211, -0.125], [-0.381, 1.285, 0.199], [1.977, 1.196, -2.220], [-0.135, -0.078, -0.097], [-1.007, 4.065, -0.637]]
}

---

{
  "formula": "C3H4N2O",
  "method": "the ωB97M-V functional and the def2-TZVPD basis",
  "de_lowest_kcal_mol": 68.0,
  "smiles": "Oc1cnc[nH]1",
  "e_tot_ev": -8200.935,
  "species": ["N", "C", "H", "H", "N", "O", "H", "C", "C", "H"],
  "positions_angstrom": [[-1.479, -0.128, -0.232], [0.560, -0.131, 0.572], [-1.250, 0.572, -2.125], [1.573, -0.228, 2.201], [0.545, 0.567, -0.938], [1.573, 0.260, 1.365], [1.095, 0.807, -1.820], [-0.768, 0.401, -1.173], [-0.685, -0.659, 0.767], [-1.163, -1.459, 1.384]]
}

---

{
  "formula": "C6H11N",
  "method": "the ωB97M-V functional and the def2-TZVPD basis",
  "de_lowest_kcal_mol": 133.9,
  "e_tot_ev": -7884.724,
  "species": ["H", "H", "H", "C", "H", "H", "H", "C", "H", "C", "N", "H", "H", "C", "C", "C", "H", "H"],
  "positions_angstrom": [[1.675, -1.173, -1.112], [0.472, 1.621, -1.426], [0.358, -1.347, 1.738], [0.586, -1.102, -1.021], [0.563, 2.129, 0.269], [0.567, 0.365, 2.142], [1.899, 1.236, -0.469], [0.809, 1.327, -0.430], [1.877, -0.473, 1.335], [-1.354, -0.053, 0.258], [-2.092, -1.100, 0.146], [-1.800, 1.955, -0.062], [0.197, -2.077, -0.726], [0.786, -0.404, 1.397], [-1.885, 0.948, -0.479], [0.230, -0.032, 0.015], [0.175, -0.849, -2.001], [-3.063, -0.971, 0.425]]
}

---

{
  "formula": "C29H51NO2SSi2Sn",
  "method": "the ωB97M-V functional and the def2-TZVPD basis",
  "de_lowest_kcal_mol": 0.0,
  "e_tot_ev": -68903.965,
  "species": ["C", "H", "H", "H", "S", "C", "C", "H", "C", "H", "C", "H", "H", "H", "C", "H", "H", "H", "C", "H", "Sn", "H", "H", "C", "H", "H", "H", "H", "H", "H", "C", "H", "H", "N", "H", "H", "H", "Si", "H", "H", "Si", "H", "H", "H", "H", "H", "H", "C", "C", "H", "C", "H", "C", "C", "C", "O", "H", "C", "C", "H", "C", "H", "H", "C", "H", "C", "C", "C", "H", "C", "C", "H", "O", "C", "C", "H", "C", "H", "H", "H", "H", "C", "H", "C", "H", "H", "H"],
  "positions_angstrom": [[1.584, 3.813, -0.029], [2.202, 1.790, -2.033], [-4.176, 2.628, -0.178], [1.783, 3.183, -4.105], [1.898, -4.880, -0.954], [1.478, -2.780, 4.789], [-1.845, 0.156, 0.173], [-3.651, -1.187, 2.474], [2.572, 2.820, -2.121], [3.442, 2.554, -4.030], [-3.758, -0.107, 2.668], [2.545, 4.275, 0.226], [0.941, -1.453, 1.860], [-2.261, 0.106, -0.850], [-1.296, 2.996, -2.907], [6.054, -3.892, 1.590], [-1.694, 2.096, 3.173], [-4.838, 0.104, 2.711], [-0.976, 5.299, -2.204], [3.493, 2.927, -1.537], [-1.543, -1.762, 0.882], [5.289, -1.573, 2.040], [-3.782, -3.512, -3.551], [-0.018, 6.440, -2.413], [-1.740, -4.576, -4.525], [-0.205, -0.721, 3.005], [0.150, 6.603, -3.484], [-1.761, 2.718, -1.947], [1.234, 2.670, 1.733], [0.368, -5.564, 3.153], [2.657, -2.642, 0.161], [-5.301, 1.957, 1.033], [0.783, 4.519, 0.207], [1.352, -2.416, -0.258], [-1.900, 5.427, -2.780], [-0.064, 2.117, -4.457], [0.055, -4.755, 1.603], [-3.034, 1.033, 1.359], [0.061, 1.308, -2.865], [3.078, -0.770, 1.133], [0.132, -3.147, 3.537], [-3.330, 0.104, 3.659], [1.674, -4.694, 2.325], [-4.818, 0.975, -0.373], [-2.362, -3.264, 3.733], [-1.386, 1.106, -3.866], [-0.449, 7.354, -1.999], [0.600, -4.671, 2.553], [-1.504, -3.487, 4.382], [-1.558, -4.549, 4.661], [2.731, 3.232, -3.554], [-2.076, 3.402, -3.561], [0.005, -1.628, 2.416], [4.665, -2.237, 1.440], [-2.131, 2.430, 2.221], [-0.351, 4.078, -2.690], [-1.601, -2.891, 5.300], [-1.708, -4.117, -3.536], [3.450, -1.776, 0.937], [3.138, 4.247, -3.627], [-0.464, -3.505, -1.544], [0.944, 6.262, -1.922], [0.544, 1.931, 0.273], [-2.849, -3.520, -2.988], [2.302, 1.874, 0.571], [-4.464, 1.713, 0.361], [3.121, -3.959, -0.100], [4.323, -4.423, 0.423], [-0.885, 0.693, 0.093], [-0.616, 1.824, -3.557], [1.401, 2.490, 0.667], [4.608, -5.454, 0.224], [1.583, 3.717, -1.493], [-1.612, -2.899, -0.994], [-0.526, -4.129, -2.802], [-1.327, 2.864, 1.608], [-2.804, -2.935, -1.713], [0.376, -4.586, -3.211], [-2.856, 3.226, 2.444], [2.454, -2.688, 4.292], [-1.241, 5.156, -1.143], [5.102, -3.548, 1.188], [0.645, 3.869, -2.071], [0.832, -3.467, -0.872], [-3.718, -2.500, -1.298], [1.549, -3.582, 5.537], [1.280, -1.837, 5.319]]
}

---

{
  "formula": "C3H5N3OS",
  "method": "the ωB97M-V functional and the def2-TZVPD basis",
  "de_lowest_kcal_mol": 76.2,
  "smiles": "[H]/N=C1/NSCC=NO1",
  "e_tot_ev": -20542.355,
  "species": ["H", "H", "H", "H", "N", "S", "C", "O", "C", "C", "N", "N", "H"],
  "positions_angstrom": [[2.277, -1.478, -0.489], [-2.214, 2.444, 0.269], [0.798, -2.147, 0.258], [-0.758, -0.001, 2.124], [-0.315, 0.127, 1.209], [1.347, 0.005, 1.171], [0.483, -0.760, -1.327], [-0.392, 1.314, -0.780], [1.252, -1.235, -0.146], [-0.898, 1.174, 0.497], [-1.826, 1.845, 0.992], [-0.289, 0.190, -1.643], [0.536, -1.480, -2.134]]
}